Entry 1:
# C4H8O3

An isolated molecule of C4H8O3 (ωB97M-V/def2-TZVPD, OMol25).

Geometry (Å):
C (-1.556, 1.064, -0.792)
C (-0.386, 0.559, 0.036)
O (-0.747, 0.670, 1.393)
C (-0.025, -0.893, -0.335)
O (1.388, -1.100, -0.549)
C (2.173, -0.924, 0.505)
O (1.817, -0.583, 1.609)
H (-2.425, 0.407, -0.676)
H (-1.286, 1.105, -1.853)
H (-1.837, 2.066, -0.461)
H (0.496, 1.183, -0.186)
H (0.012, 0.341, 1.900)
H (-0.471, -1.200, -1.283)
H (-0.370, -1.561, 0.460)
H (3.216, -1.135, 0.232)

The strongest force on any atom is 0.51 eV/Å. For the relative energy (zero: lowest compared OMol25 entry of this formula, charge and spin), the calculation gives 20.8 kcal/mol. The orbital gap comes out at 11.164 eV. The HOMO energy comes out at -0.378 Ha. The net charge is 0. The total energy comes out at -382.93171 Ha.

Entry 2:
# C21H28FN5O4

A cluster of 2 separate species, C21H28FN5O4 in total in a non-equilibrium geometry (ωB97M-V/def2-TZVPD, OMol25).

Geometry (Å):
C (1.867, 3.495, -2.835)
C (2.606, 2.255, -2.190)
O (2.286, 1.138, -2.539)
N (3.630, 2.497, -1.183)
C (3.002, 3.552, -0.293)
C (3.788, 1.314, -0.303)
C (4.687, 0.162, -0.902)
C (4.180, -1.289, -0.572)
C (4.152, -1.632, 0.967)
C (2.890, -1.035, 1.702)
N (3.168, -0.269, 2.782)
N (2.114, 0.267, 3.365)
C (0.931, -0.037, 2.785)
C (-0.328, 0.649, 3.442)
C (-0.617, 1.938, 2.523)
C (-2.141, 2.105, 2.158)
C (-2.570, 1.232, 0.937)
C (-1.961, 1.303, -0.391)
C (-2.431, 0.460, -1.502)
C (-3.522, -0.519, -1.318)
C (-4.139, -0.574, 0.020)
C (-3.665, 0.269, 1.111)
N (0.650, -0.837, 1.728)
N (1.701, -1.372, 1.148)
H (2.515, 4.417, -2.790)
H (0.952, 3.748, -2.231)
H (1.630, 3.321, -3.915)
H (3.109, 4.583, -0.715)
H (3.453, 3.567, 0.729)
H (1.915, 3.271, -0.151)
H (2.762, 0.870, -0.129)
H (4.200, 1.559, 0.714)
H (4.670, 0.271, -2.026)
H (5.767, 0.320, -0.608)
H (4.918, -2.006, -1.041)
H (3.196, -1.492, -1.066)
H (5.104, -1.212, 1.407)
H (4.226, -2.746, 1.121)
H (-1.222, -0.019, 3.441)
H (-0.078, 1.065, 4.455)
H (-0.234, 2.884, 2.982)
H (-0.060, 1.800, 1.552)
H (-2.364, 3.175, 1.868)
H (-2.799, 1.896, 3.049)
H (-1.115, 2.008, -0.591)
H (-1.979, 0.529, -2.525)
H (-3.864, -1.190, -2.169)
H (-4.983, -1.273, 0.233)
H (-4.125, 0.197, 2.130)
O (-6.485, -2.647, -1.967)
C (-5.630, -3.431, -1.711)
O (-4.342, -3.327, -2.144)
C (-3.613, -4.379, -1.514)
C (-4.691, -5.371, -1.197)
F (-4.405, -6.061, -0.066)
O (-5.817, -4.551, -0.954)
H (-3.119, -3.992, -0.619)
H (-2.856, -4.785, -2.184)
H (-4.915, -6.070, -2.007)

The strongest force on any atom is 3.09 eV/Å. For the relative energy (zero: lowest compared OMol25 entry of this formula, charge and spin), the calculation gives 64.9 kcal/mol. The orbital gap comes out at 7.981 eV. The HOMO energy comes out at -0.322 Ha. The net charge is 0. The total energy comes out at -1491.47640 Ha.

Entry 3:
# C24H35As2B2MnN2O8P

A structure of composition C24H35As2B2MnN2O8P in a non-equilibrium geometry (ωB97M-V/def2-TZVPD, OMol25).

Geometry (Å):
Mn (-0.524, -0.843, 0.711)
C (2.108, 4.254, 3.152)
O (1.625, 2.944, 2.860)
C (2.475, 1.937, 3.114)
O (3.597, 2.085, 3.534)
C (1.882, 0.671, 2.675)
C (2.684, -0.443, 2.553)
As (3.640, -0.760, 4.224)
C (4.729, -2.390, 3.998)
C (1.791, -1.477, 4.679)
C (0.588, -1.043, 4.311)
As (0.018, 0.265, 2.908)
C (-0.752, 1.685, 4.007)
C (-0.668, -1.461, 5.017)
O (-1.055, -0.780, 5.934)
O (-1.365, -2.500, 4.588)
C (-0.924, -3.297, 3.498)
C (1.909, -2.745, 5.459)
O (1.882, -3.777, 4.830)
O (2.075, -2.727, 6.763)
C (2.067, -1.503, 7.484)
C (2.222, -1.523, 1.725)
O (1.303, -1.396, 0.888)
O (2.882, -2.659, 1.857)
C (2.463, -3.782, 1.093)
H (1.261, 4.929, 3.059)
H (2.895, 4.526, 2.445)
H (2.520, 4.288, 4.162)
H (5.332, -2.285, 3.095)
H (4.157, -3.313, 3.951)
H (5.412, -2.431, 4.850)
H (-0.048, 2.003, 4.778)
H (-1.651, 1.291, 4.490)
H (-1.029, 2.533, 3.378)
H (-1.555, -4.185, 3.520)
H (0.121, -3.596, 3.612)
H (-1.080, -2.766, 2.537)
H (2.150, -1.789, 8.531)
H (1.130, -0.959, 7.329)
H (2.921, -0.874, 7.200)
H (2.582, -4.656, 1.730)
H (3.091, -3.868, 0.205)
H (1.419, -3.675, 0.788)
B (-0.589, -4.623, -1.759)
C (-0.710, -3.321, -1.002)
N (-0.786, -2.333, -0.380)
H (0.115, -4.456, -2.707)
H (-1.673, -5.003, -2.062)
H (-0.035, -5.385, -1.020)
C (1.059, 2.110, -0.984)
P (-0.476, 1.171, -0.636)
C (-1.523, 2.497, 0.084)
C (-1.202, 0.886, -2.272)
C (-0.404, 0.707, -3.397)
C (-0.985, 0.423, -4.618)
C (-2.361, 0.299, -4.719)
C (-3.159, 0.461, -3.598)
C (-2.585, 0.746, -2.374)
H (1.818, 1.455, -1.413)
H (1.441, 2.532, -0.053)
H (0.823, 2.913, -1.684)
H (-1.748, 3.250, -0.673)
H (-0.974, 2.954, 0.909)
H (-2.448, 2.076, 0.476)
H (0.669, 0.789, -3.318)
H (-0.363, 0.300, -5.491)
H (-2.812, 0.060, -5.669)
H (-4.231, 0.364, -3.679)
H (-3.208, 0.855, -1.499)
B (-4.951, -0.329, 1.232)
C (-3.466, -0.522, 1.104)
N (-2.310, -0.668, 0.945)
H (-5.450, -0.884, 0.308)
H (-5.196, 0.837, 1.260)
H (-5.324, -0.822, 2.250)

The strongest force on any atom is 2.10 eV/Å. The multiplicity is 5. The orbital gap (alpha / beta) comes out at 6.391 / 6.613 eV. The HOMO energy (alpha / beta) comes out at -0.434 / -0.447 Ha. The net charge is +1. The total energy comes out at -7660.17799 Ha.

Entry 4:
# C16H23BBeCl4F10N6O4S2

A structure of composition C16H23BBeCl4F10N6O4S2 in a non-equilibrium geometry (ωB97M-V/def2-TZVPD, OMol25).

Geometry (Å):
Be (2.376, 1.649, -0.548)
B (1.989, 0.304, -3.889)
F (3.289, 0.251, -4.371)
F (2.066, 0.344, -2.493)
F (1.503, 1.483, -4.437)
F (1.365, -0.742, -4.441)
C (-0.855, 1.365, 2.371)
F (-0.223, 0.358, 2.885)
F (-2.094, 1.368, 2.703)
F (-0.334, 2.431, 2.813)
S (-0.733, 1.318, 0.472)
O (-1.975, 0.943, -0.126)
O (-0.207, 2.658, 0.036)
N (0.637, 0.270, 0.221)
S (-0.043, -1.100, -0.010)
O (-0.867, -1.681, 1.070)
O (-0.685, -1.245, -1.302)
C (1.555, -2.236, -0.160)
F (2.231, -1.881, -1.269)
F (2.338, -2.130, 0.937)
F (1.159, -3.506, -0.336)
C (-1.275, 3.789, -3.084)
C (-1.075, 4.892, -4.064)
N (-0.888, 5.778, -4.788)
H (-2.204, 3.270, -3.319)
H (-1.185, 4.147, -2.058)
H (-0.513, 3.014, -3.161)
C (3.523, -5.247, -0.143)
C (3.869, -6.627, 0.285)
N (4.140, -7.779, 0.579)
H (2.468, -5.157, 0.113)
H (3.570, -5.086, -1.220)
H (4.182, -4.551, 0.376)
C (5.629, -1.444, 1.482)
C (4.702, -0.308, 1.489)
N (3.985, 0.615, 1.571)
H (5.256, -2.125, 0.717)
H (5.447, -1.874, 2.467)
H (6.655, -1.167, 1.240)
C (-4.185, 2.754, -0.498)
C (-5.615, 3.041, -0.915)
N (-6.680, 3.382, -1.225)
H (-3.488, 3.347, -1.091)
H (-4.175, 1.686, -0.714)
H (-4.120, 2.912, 0.578)
C (3.011, 2.530, 3.708)
C (2.439, 3.012, 2.440)
N (2.020, 3.386, 1.457)
H (2.949, 1.446, 3.794)
H (2.379, 2.901, 4.516)
H (4.002, 2.945, 3.894)
Cl (-3.702, -0.473, -2.643)
C (-2.606, -0.514, -4.123)
C (-2.042, -1.992, -4.199)
Cl (-3.236, -3.156, -4.815)
H (-1.668, -0.004, -3.902)
H (-2.970, 0.159, -4.900)
H (-1.807, -2.431, -3.230)
H (-1.114, -2.177, -4.741)
Cl (-4.463, 1.107, 4.661)
C (-4.255, -0.622, 4.804)
C (-2.808, -1.175, 4.596)
Cl (-2.507, -2.783, 5.138)
H (-4.953, -1.257, 4.258)
H (-4.445, -0.760, 5.868)
H (-2.139, -0.514, 5.147)
H (-2.602, -1.111, 3.527)

The strongest force on any atom is 7.29 eV/Å. The multiplicity is 2. The orbital gap (alpha / beta) comes out at 7.266 / 8.485 eV. The HOMO energy (alpha / beta) comes out at -0.212 / -0.295 Ha. The net charge is -1. The total energy comes out at -4928.46983 Ha.

Entry 5:
# C29H52O13S

A cluster of 4 separate species, C29H52O13S in total in a non-equilibrium geometry (ωB97M-V/def2-TZVPD, OMol25).

Geometry (Å):
C (-5.401, 2.729, 4.792)
C (-4.663, 3.789, 5.684)
C (-3.631, 4.702, 4.917)
C (-3.171, 4.156, 3.524)
C (-2.020, 5.126, 3.002)
C (-0.776, 4.361, 2.442)
C (-0.940, 3.975, 0.916)
C (-0.965, 2.398, 0.675)
C (-0.054, 2.095, -0.567)
C (-0.505, 0.868, -1.419)
C (-0.387, -0.511, -0.692)
C (1.013, -0.783, -0.053)
C (2.095, -1.092, -1.147)
C (3.550, -1.175, -0.582)
C (3.697, -2.027, 0.715)
C (5.072, -1.769, 1.433)
C (5.170, -2.164, 2.942)
O (6.499, -1.681, 3.319)
S (6.819, -0.280, 2.492)
O (6.532, 0.972, 3.213)
O (8.084, -0.285, 1.731)
O (5.596, -0.443, 1.384)
H (-5.916, 3.233, 3.950)
H (-6.191, 2.278, 5.423)
H (-4.688, 1.941, 4.488)
H (-5.446, 4.434, 6.142)
H (-4.123, 3.246, 6.486)
H (-2.731, 4.818, 5.556)
H (-4.099, 5.692, 4.743)
H (-2.855, 3.095, 3.526)
H (-4.009, 4.282, 2.799)
H (-2.428, 5.742, 2.170)
H (-1.759, 5.843, 3.815)
H (0.073, 5.091, 2.470)
H (-0.456, 3.502, 3.067)
H (-0.123, 4.452, 0.331)
H (-1.914, 4.362, 0.550)
H (-2.022, 2.095, 0.525)
H (-0.569, 1.958, 1.617)
H (1.014, 2.044, -0.257)
H (-0.140, 2.987, -1.236)
H (0.134, 0.852, -2.333)
H (-1.557, 0.999, -1.760)
H (-0.521, -1.290, -1.482)
H (-1.223, -0.677, 0.028)
H (1.335, -0.001, 0.667)
H (0.911, -1.728, 0.538)
H (1.818, -1.980, -1.760)
H (2.089, -0.237, -1.868)
H (3.899, -0.141, -0.383)
H (4.261, -1.599, -1.332)
H (3.689, -3.120, 0.493)
H (2.909, -1.849, 1.476)
H (5.796, -2.453, 0.925)
H (5.216, -3.241, 3.175)
H (4.482, -1.560, 3.572)
C (1.847, -5.894, -5.811)
C (2.100, -4.700, -4.924)
C (1.921, -4.971, -3.457)
O (1.590, -3.671, -2.954)
C (0.994, -2.995, -3.979)
O (0.434, -1.954, -3.860)
O (1.126, -3.670, -5.148)
H (1.778, -5.587, -6.855)
H (2.648, -6.626, -5.714)
H (0.899, -6.378, -5.562)
H (3.085, -4.280, -5.139)
H (2.826, -5.351, -2.985)
H (1.091, -5.648, -3.238)
C (-10.509, 4.296, 4.971)
C (-9.689, 3.407, 4.065)
C (-10.466, 2.300, 3.408)
O (-9.452, 1.320, 3.180)
C (-8.500, 1.507, 4.132)
O (-7.607, 0.756, 4.347)
O (-8.712, 2.668, 4.807)
H (-9.859, 4.929, 5.576)
H (-11.178, 4.932, 4.389)
H (-11.109, 3.704, 5.665)
H (-9.155, 4.015, 3.326)
H (-10.928, 2.606, 2.470)
H (-11.229, 1.863, 4.058)
C (8.469, -3.570, -7.242)
C (6.990, -3.857, -7.358)
C (6.189, -3.494, -6.139)
O (5.075, -4.389, -6.237)
C (5.513, -5.486, -6.917)
O (4.905, -6.501, -7.020)
O (6.739, -5.265, -7.455)
H (9.016, -4.049, -8.055)
H (8.660, -2.497, -7.274)
H (8.876, -3.968, -6.310)
H (6.586, -3.384, -8.259)
H (5.855, -2.457, -6.148)
H (6.712, -3.693, -5.199)

The strongest force on any atom is 3.52 eV/Å. The orbital gap comes out at 10.077 eV. The HOMO energy comes out at -0.364 Ha. The net charge is 0. The total energy comes out at -2512.47235 Ha.